DFT (ωB97M-V with the def2-TZVPD basis set) results for C42H40CdCl3N2O2S2Se2Te as an isolated structure.

Structure (XYZ):
```
95
C42H40CdCl3N2O2S2Se2Te, DFT ωB97M-V with the def2-TZVPD basis set
Cd 2.13444 0.07668 1.31528
C 3.88842 -0.00788 5.00557
Se 4.36543 -0.76281 3.27647
C 5.87770 0.41188 2.90319
C 5.50667 1.85456 2.62708
Se 4.38250 2.04120 1.03804
C 3.81126 3.86303 1.40501
H 4.78189 0.03205 5.62355
H 3.16323 -0.68247 5.45244
H 3.44387 0.97708 4.89350
H 6.39884 -0.04009 2.05982
H 6.52669 0.35457 3.77653
H 6.40808 2.43759 2.43957
H 4.96543 2.30189 3.46012
H 3.17756 3.89295 2.28747
H 3.25880 4.20692 0.53451
H 4.69455 4.48028 1.54426
C -8.63234 0.83753 2.86026
C -7.12891 0.77003 2.86698
O -6.46964 0.15309 2.07733
S -6.40556 1.76050 4.18216
C -4.68671 1.47140 3.85176
C -3.96538 2.37593 3.08231
C -2.63846 2.12011 2.78198
C -2.01916 0.95774 3.24920
C -2.74581 0.07165 4.04379
C -4.07280 0.32787 4.34378
C -0.66857 0.66321 2.86213
C 0.45729 0.42642 2.47910
H -9.03661 -0.12814 2.56428
H -8.93435 1.57874 2.11816
H -9.02759 1.13510 3.82951
H -4.44437 3.27618 2.72031
H -2.07036 2.81542 2.17819
H -2.26771 -0.82277 4.42002
H -4.63644 -0.36481 4.95415
Cl -3.06409 -2.92395 -0.47120
C -2.40469 -1.68517 -1.48615
C -2.24351 -0.40070 -0.98971
C -1.77920 0.58748 -1.83956
C -1.46563 0.32659 -3.17038
C -1.03596 1.45000 -4.09408
C 0.47853 1.66292 -4.05700
N 0.95117 1.75856 -2.68818
C 0.62613 2.75363 -1.79747
C 1.06354 2.32610 -0.58469
N 1.65783 1.08958 -0.72372
C 1.56708 0.78305 -1.99832
O -1.61102 2.69420 -3.75421
C -2.96792 2.87611 -4.16883
C -3.95908 2.33427 -3.18683
C -4.71738 1.21793 -3.36673
Cl -4.73717 0.20460 -4.75083
S -5.67384 0.82981 -1.99548
C -5.05508 2.18271 -1.14332
C -4.17479 2.89404 -1.89150
C -1.57265 -0.98822 -3.61008
Cl -1.11799 -1.41396 -5.23432
C -2.04610 -1.99796 -2.78627
H -2.50618 -0.17248 0.03478
H -1.69606 1.59923 -1.46826
H -1.29855 1.18822 -5.12467
H 0.70472 2.58882 -4.58361
H 0.98966 0.83313 -4.54363
H 0.09834 3.63637 -2.10986
H 0.97136 2.80103 0.37827
H 1.94257 -0.11480 -2.46201
H -3.11899 2.42465 -5.15264
H -3.08906 3.95506 -4.26564
H -5.39317 2.37983 -0.13885
H -3.67252 3.78554 -1.54108
H -2.14977 -3.00765 -3.15735
Te 4.41930 -1.59938 -0.30192
C 4.78788 -3.20599 -1.63520
C 5.55869 -4.27976 -1.20830
C 5.76938 -5.35189 -2.06463
C 5.21678 -5.34712 -3.33732
C 4.45354 -4.26832 -3.76101
C 4.23915 -3.19201 -2.91151
C 2.64165 -2.47076 0.50304
C 1.42351 -2.33063 -0.16897
C 0.27163 -2.91306 0.34502
C 0.32638 -3.63382 1.52617
C 1.53871 -3.80271 2.18450
C 2.69274 -3.22886 1.67702
H 5.99094 -4.28348 -0.21619
H 6.36758 -6.19077 -1.73434
H 5.38422 -6.18393 -4.00203
H 4.02558 -4.26101 -4.75484
H 3.65033 -2.34725 -3.24531
H 1.36978 -1.78586 -1.10177
H -0.66618 -2.80303 -0.17927
H -0.57761 -4.07074 1.92934
H 1.58542 -4.38824 3.09331
H 3.63818 -3.38261 2.17975
```

Computed properties:
E_LUMO = -2.50 eV
Energy relative to the best compared isomer or geometry (same formula, charge and spin) = 0.428 eV
Net charge = +1

DFT (ωB97M-V with the def2-TZVPD basis set) results for C42H40F4FeN5O4 as an isolated structure.

Structure (XYZ):
```
96
C42H40F4FeN5O4, DFT ωB97M-V with the def2-TZVPD basis set
Fe 0.48842 -0.59910 -0.23183
C 0.70891 2.23834 -2.37900
C -0.01692 2.65094 -1.10987
N -0.47857 1.55121 -0.18875
C -1.94335 1.36524 -0.27266
C -2.39409 0.76280 -1.59716
C -0.02155 1.87415 1.18291
C -0.41120 0.84952 2.24950
N -0.43860 -0.45966 1.65692
C -0.90214 -1.55520 2.25063
C -0.94973 -2.73131 1.45167
F -0.53684 -2.63224 0.20126
C -1.41978 -3.92405 1.90800
F -1.43873 -4.97359 1.10538
C -1.88534 -4.04229 3.20892
C -1.84714 -2.92290 4.02121
F -2.27557 -3.01341 5.26991
C -1.37338 -1.71386 3.57704
F -1.34977 -0.70714 4.42122
H 0.89966 3.12775 -2.98738
H 0.12416 1.53502 -2.96233
H 1.66891 1.79146 -2.13602
H -0.89203 3.24489 -1.38758
H 0.65091 3.30062 -0.54256
H -2.44462 2.32831 -0.11572
H -2.25452 0.69820 0.53082
H -2.26288 1.46387 -2.42470
H -3.45239 0.49761 -1.54293
H -1.82073 -0.13565 -1.82161
H -0.40144 2.85120 1.50370
H 1.05919 1.92669 1.12170
H -1.37321 1.09258 2.69846
H 0.33546 0.89064 3.04724
H -2.26377 -4.98654 3.57979
C -4.65308 0.35334 -7.08224
C -3.19670 0.73608 -6.97364
C -2.70641 1.81424 -7.70120
C -1.38049 2.20012 -7.57463
C -0.53929 1.52180 -6.71138
C -1.00516 0.41631 -5.99636
N -0.18617 -0.26152 -5.07092
C 1.18967 -0.42838 -5.08998
C 1.94077 -0.28325 -6.26620
C 3.31688 -0.40835 -6.25335
C 3.99879 -0.71308 -5.07991
C 3.27024 -0.93803 -3.93022
C 1.87720 -0.81861 -3.91113
C 1.18944 -1.09230 -2.61720
O 1.83670 -1.57065 -1.64407
O -0.03571 -0.80820 -2.45121
C -2.34088 0.00896 -6.13742
C -2.86229 -1.21634 -5.41861
H -5.19092 1.05776 -7.71706
H -5.12812 0.34963 -6.09615
H -4.77747 -0.64868 -7.50605
H -3.36825 2.35645 -8.36927
H -1.00360 3.04925 -8.13622
H 0.47632 1.86588 -6.55961
H -0.59320 -0.49000 -4.18507
H 1.42694 -0.08289 -7.19575
H 3.86737 -0.27023 -7.17751
H 5.07997 -0.79336 -5.06624
H 3.77012 -1.22103 -3.01102
H -2.05305 -1.80673 -4.99276
H -3.41404 -1.85675 -6.11093
H -3.55427 -0.94744 -4.61018
O 3.22658 2.66156 -0.78142
C 3.38137 1.56998 -0.26313
N 4.58595 1.05308 0.17633
C 4.46417 -0.30142 0.68877
C 2.92743 -0.42006 0.60908
O 2.23812 -1.36340 1.02916
N 2.37512 0.64981 0.05509
C 5.19342 -1.32352 -0.19922
C 6.47694 -1.01934 -0.64770
C 7.18280 -1.91465 -1.43796
C 6.61266 -3.13343 -1.78976
C 5.34049 -3.44663 -1.33502
C 4.63384 -2.55009 -0.53951
C 4.92864 -0.43967 2.14928
C 5.28091 0.67706 2.89809
C 5.72864 0.53664 4.20960
C 5.81480 -0.72062 4.78845
C 5.42580 -1.83791 4.05600
C 4.98538 -1.69947 2.74730
H 5.45822 1.49619 -0.04942
H 6.94400 -0.07684 -0.37825
H 8.18282 -1.66276 -1.77445
H 7.16022 -3.83325 -2.41033
H 4.88251 -4.39206 -1.60724
H 3.63514 -2.79817 -0.20938
H 5.20364 1.66516 2.46059
H 6.00888 1.41712 4.77891
H 6.18084 -0.83251 5.80274
H 5.46860 -2.82478 4.50581
H 4.67903 -2.57438 2.18627
```

Computed properties:
E_LUMO (spin up / spin down) = -3.04 / -0.89 eV
2S+1 = 2
Expectation value of S² = 0.967

DFT (ωB97M-V with the def2-TZVPD basis set) results for C42H40FeN7OSSb as an isolated structure.

Structure (XYZ):
```
93
C42H40FeN7OSSb, DFT ωB97M-V with the def2-TZVPD basis set
Fe -1.74512 0.01827 -1.67043
C 3.23781 -1.83942 -4.52454
C 3.21424 -1.33098 -3.09046
N 2.04759 -1.77961 -2.35125
C 0.84952 -1.16971 -2.37515
S -0.39569 -1.81857 -1.35160
N 0.73479 -0.12083 -3.18980
N -0.47702 0.46658 -3.08436
C -0.75657 1.49735 -3.81388
C 0.16358 2.08293 -4.83469
C -2.05965 2.10118 -3.51535
C -2.58033 3.18687 -4.21216
C -3.81378 3.69657 -3.84471
C -4.50147 3.11593 -2.79100
C -3.91903 2.04220 -2.13868
N -2.73747 1.54714 -2.48681
H 4.13195 -1.48651 -5.04115
H 3.23491 -2.92999 -4.55290
H 2.36146 -1.47743 -5.06177
H 4.09438 -1.67032 -2.54164
H 3.22162 -0.24139 -3.07364
H 2.12654 -2.56312 -1.72666
H 1.03329 1.44256 -4.94800
H -0.33492 2.18159 -5.80143
H 0.50022 3.07830 -4.53322
H -2.02034 3.62237 -5.02698
H -4.23267 4.54189 -4.37491
H -5.46290 3.48710 -2.46678
H -4.40399 1.56124 -1.29785
C -4.86763 -1.25186 0.84960
C -3.89546 -0.99677 -0.25302
N -2.88132 -0.20542 -0.17121
N -2.61665 0.54136 0.92782
C -1.54109 1.29104 0.67858
O -0.88089 1.29118 -0.40947
C -1.08606 2.19143 1.77179
C 0.01367 3.01845 1.55659
C 0.48882 3.82745 2.57575
C -0.13143 3.81499 3.81752
C -1.23500 3.00125 4.03300
C -1.71208 2.19240 3.01508
C -4.02962 -1.60101 -1.58738
C -5.02927 -2.50504 -1.92426
C -5.08859 -2.99448 -3.21910
C -4.14694 -2.57780 -4.14476
C -3.16911 -1.68534 -3.73400
N -3.11147 -1.20372 -2.50002
H -4.60379 -0.63971 1.70787
H -5.88732 -1.01097 0.53976
H -4.85234 -2.30191 1.15094
H 0.49158 3.01354 0.58745
H 1.35084 4.45945 2.40369
H 0.24926 4.43350 4.62046
H -1.71212 2.98212 5.00416
H -2.56017 1.54103 3.17490
H -5.74519 -2.81899 -1.17797
H -5.86052 -3.69926 -3.49895
H -4.15465 -2.93895 -5.16299
H -2.39037 -1.34612 -4.40633
C 3.43731 -5.00201 3.06542
C 3.47102 -4.49898 1.77225
C 2.80404 -3.31953 1.47172
C 2.10164 -2.61717 2.44957
C 2.07330 -3.13615 3.74108
C 2.73708 -4.31758 4.04796
Sb 1.00500 -0.85545 1.88158
C 2.69770 0.06696 0.95771
C 2.45933 0.88021 -0.15110
C 3.51280 1.50090 -0.81126
C 4.81602 1.31184 -0.37415
C 5.06437 0.49522 0.72130
C 4.01122 -0.12590 1.37985
C 1.16107 0.05303 3.82561
C 2.18866 0.89797 4.23324
C 2.21739 1.41103 5.52399
C 1.22268 1.07697 6.43168
C 0.18781 0.23991 6.03856
C 0.15483 -0.25494 4.74191
H 3.95675 -5.92094 3.30596
H 4.01913 -5.02294 0.99881
H 2.85495 -2.92738 0.46038
H 1.54652 -2.60746 4.52746
H 2.71023 -4.70027 5.06086
H 1.44521 1.01868 -0.51049
H 3.31227 2.12530 -1.67402
H 5.63820 1.79375 -0.88864
H 6.08043 0.34004 1.06303
H 4.21920 -0.76952 2.22775
H 2.97661 1.16570 3.53856
H 3.02261 2.07144 5.82269
H 1.25161 1.47129 7.43980
H -0.59826 -0.01977 6.73725
H -0.67481 -0.88832 4.44005
```

Computed properties:
E_LUMO = -0.07 eV
Energy relative to the best compared isomer or geometry (same formula, charge and spin) = 0.000 eV

Largest force on an atom readings, ordered: 0.54 2.89 0.55 eV/A
E_tot readings, ordered: -9299.76676 -3862.36910 -3985.21480 a.u.